(1)
Entry from the OMol25 dataset: a cluster of 3 separate species, C4H12O2 in total (ωB97M-V with the def2-TZVPD basis set).

- Highest occupied orbital energy: -9.221 eV
- Gap between HOMO and LUMO: 9.97 eV
- SMILES: C/C=C/C.O.O

Bonds (Å) are listed after each position.
Element x y z (Å)
1 C -0.622 -0.648 -2.034  C2 1.525, H5 1.093, H6 1.101, H7 1.081
2 C -0.129 -0.975 -0.629  C1 1.525, C3 1.314, H8 1.096
3 C -0.516 -0.507 0.537  C2 1.314, C4 1.527, H9 1.091
4 C 0.090 -1.076 1.818  C3 1.527, H10 1.094, H11 1.088, H12 1.091
5 H -1.310 0.198 -1.951  C1 1.093
6 H 0.274 -0.439 -2.640  C1 1.101
7 H -1.184 -1.339 -2.646  C1 1.081
8 H 0.531 -1.840 -0.767  C2 1.096
9 H -1.035 0.447 0.634  C3 1.091
10 H -0.675 -1.023 2.598  C4 1.094
11 H 0.972 -0.528 2.142  C4 1.088
12 H 0.243 -2.153 1.729  C4 1.091
13 O -2.756 2.111 2.232  H14 0.980, H15 0.963
14 H -3.211 2.954 2.435  O13 0.980
15 H -3.298 1.338 2.421  O13 0.963
16 O 4.340 0.968 -2.189  H17 0.967, H18 0.959
17 H 4.895 1.535 -1.638  O16 0.967
18 H 3.391 0.978 -2.052  O16 0.959

=====

(2)
Entry from the OMol25 dataset: a cluster of 2 separate species, C4H12O2 in total (ωB97M-V with the def2-TZVPD basis set).

- Highest occupied orbital energy: -9.784 eV
- Gap between HOMO and LUMO: 10.56 eV
- SMILES: COC.COC

Bonds (Å) are listed after each position.
Element x y z (Å)
1 C -3.112 -2.868 -0.726  O2 1.386, H4 1.103, H5 1.103, H6 1.103
2 O -4.209 -2.400 -1.432  C1 1.386, C3 1.422
3 C -4.388 -0.999 -1.261  O2 1.422, H7 1.103, H8 1.103, H9 1.103
4 H -3.208 -2.628 0.347  C1 1.103
5 H -2.186 -2.407 -1.108  C1 1.103
6 H -3.032 -3.963 -0.835  C1 1.103
7 H -5.346 -0.820 -1.778  C3 1.103
8 H -3.602 -0.411 -1.764  C3 1.103
9 H -4.478 -0.648 -0.220  C3 1.103
10 C -0.333 1.263 4.260  O11 1.398, H13 1.103, H14 1.103, H15 1.103
11 O 1.018 1.461 4.559  C10 1.398, C12 1.391
12 C 1.455 2.709 4.128  O11 1.391, H16 1.103, H17 1.103, H18 1.103
13 H -0.598 0.194 4.192  C10 1.103
14 H -0.647 1.764 3.329  C10 1.103
15 H -0.888 1.709 5.103  C10 1.103
16 H 1.152 3.065 3.129  C12 1.103
17 H 2.556 2.670 4.169  C12 1.103
18 H 1.100 3.431 4.881  C12 1.103

=====

On energetic grounds, (1) is preferred over the next structure by 0.611 eV.